# 1
C5H9AlF4IN3O as an isolated structure at a distorted geometry, computed with ωB97M-V with the def2-TZVPD basis set.

Results
- LUMO: -0.0840 hartree
- E: -37418.80934 eV
- Kohn-Sham gap: 7.836 eV
- Highest occupied orbital energy: -10.12 eV

```
24
C5H9AlF4IN3O | the OMol25 dataset | ωB97M-V with the def2-TZVPD basis set
N -2.56943 1.80758 0.30848
C -1.76873 1.08814 0.63930
O -0.57350 0.51684 0.86175
N -0.07076 0.04843 -0.35316
C 0.90671 -1.01871 -0.15842
C 1.96995 -0.52641 0.87962
N 2.45816 0.87807 0.63459
C 2.04891 1.48372 -0.67387
I 2.04364 3.65434 -0.33220
C 0.57875 1.09756 -1.14015
H 1.42487 -1.14584 -1.13905
H 0.47875 -1.99317 0.15028
H 1.48838 -0.52043 1.88671
H 2.80294 -1.26288 0.97233
H 2.23771 1.50955 1.41778
H 3.48691 0.83219 0.62373
H 2.76178 1.31612 -1.50228
H -0.03549 2.01727 -1.25119
H 0.67691 0.68646 -2.17475
F -3.65347 -2.42850 1.72356
Al -4.07721 -2.09667 0.06943
F -4.93199 -3.44797 -0.59926
F -2.61136 -1.81642 -0.84456
F -5.07243 -0.67926 0.00134
```

***

# 2
One molecule with the formula C5H9B at a distorted geometry, computed with ωB97M-V with the def2-TZVPD basis set.

Results
- LUMO (spin up / spin down): 0.0184 / 0.0158 hartree
- E: -6001.66444 eV
- Kohn-Sham gap (spin up / spin down): 8.401 / 6.233 eV
- Energy relative to the best compared isomer or geometry (same formula, charge and spin): 109.8 kcal/mol
- Highest occupied orbital energy (spin up / spin down): -7.90 / -5.80 eV

```
15
C5H9B | the OMol25 dataset | ωB97M-V with the def2-TZVPD basis set
B -0.61733 -1.30029 0.49005
C 1.58984 -0.33995 -0.37510
C 0.71874 -1.42504 -0.15760
C 1.42284 1.17233 -0.17551
C 0.19860 2.04317 -0.24667
C -2.00549 -1.46014 0.99596
H 2.55788 -0.57250 -0.79327
H 1.25779 -2.34966 -0.20103
H 2.11979 1.75462 -0.78005
H 1.89420 1.13815 0.91167
H 0.37162 3.13839 -0.26022
H -0.91195 1.85681 -0.06538
H -2.12985 -1.87684 2.06104
H -2.64561 -2.16815 0.50206
H -2.54140 -0.48924 0.88415
```

***

# 3
One molecule with the formula C5H9BN2O2S at a distorted geometry, computed with ωB97M-V with the def2-TZVPD basis set.

Results
- LUMO: 0.0158 hartree
- SMILES: CB(O)Nc1ncc(CO)s1
- E: -23919.12820 eV
- Kohn-Sham gap: 8.592 eV
- Energy relative to the best compared isomer or geometry (same formula, charge and spin): 0.0 kcal/mol
- Highest occupied orbital energy: -8.16 eV

```
20
C5H9BN2O2S | the OMol25 dataset | ωB97M-V with the def2-TZVPD basis set
B 0.59391 -2.49010 -1.18539
C -0.31235 1.42169 0.29478
C -0.59191 1.35665 1.63361
C 0.06185 -0.77118 0.47035
C 0.39321 -1.62579 -2.43119
C -0.79441 2.53041 2.54094
N -0.06125 0.23875 -0.29088
N 0.49042 -1.98180 0.16365
O 0.98409 -3.82654 -1.13660
O -2.12735 2.70011 3.02716
S -0.26701 -0.24977 2.19978
H -0.59437 2.22111 -0.41815
H 0.64149 -2.32070 -3.23336
H 1.19238 -0.75484 -2.48196
H -0.67102 -1.16987 -2.45932
H -0.17750 2.40523 3.49211
H -0.34286 3.45836 2.18992
H 0.65878 -2.54718 0.95332
H 1.59418 -4.17823 -1.84554
H -2.54626 3.60717 2.85442
```